Record 1
Formula: BrH2NOS
Source: OMol25
Level of theory: ωB97M-V with the def2-TZVPD basis set

```
6
Properties=species:S:1:pos:R:3:forces:R:3
N -0.5690 -0.6730 -0.2557 1.203 4.890 1.301
O 0.4970 0.9004 1.9020 -1.127 0.025 -3.430
S -0.2358 0.9561 0.1867 -3.317 -3.259 4.650
Br 1.6488 1.0419 -1.0145 3.807 0.164 -2.120
H 0.0801 -1.1673 -0.7722 1.676 -0.981 -1.102
H -1.4210 -1.0581 -0.0462 -2.240 -0.839 0.701
```
Forces are in eV/Å.

Computed properties:
Highest occupied orbital energy (alpha / beta) ... -0.2619 / -0.3818 Eh
2S+1 ... 3
HOMO-LUMO gap (alpha / beta) ... 6.9245 / 7.9257 eV

Record 2
Formula: C55H66N3O
Source: OMol25
Level of theory: ωB97M-V with the def2-TZVPD basis set

```
125
Properties=species:S:1:pos:R:3:forces:R:3
C 0.1449 -1.6316 -3.9629 -0.221 0.220 0.003
C 0.6840 -2.6232 -2.9420 -0.056 -0.213 0.550
C -0.4187 -3.1610 -2.0390 -0.414 -0.032 0.108
C 1.2566 -3.7786 -3.7830 0.200 -0.113 -0.049
C 1.7845 -2.0234 -2.0269 -0.552 -0.107 0.306
C 2.7366 -2.9479 -1.5788 0.449 0.305 -0.374
C 4.0312 -2.5171 -1.3255 -0.217 0.407 0.108
C 4.2978 -1.1574 -1.3911 -0.029 -0.332 -0.127
C 3.2785 -0.1896 -1.4588 0.095 0.220 0.142
C 3.8528 1.2627 -1.4449 0.261 -0.240 0.212
C 2.8679 2.4030 -1.2759 -0.233 0.478 -0.090
C 4.6406 1.4452 -2.7535 -0.045 -0.023 -0.236
C 4.8281 1.4242 -0.2725 0.268 -0.048 0.429
C 1.9428 -0.6474 -1.6493 1.246 -0.966 -0.410
N 0.7941 0.2604 -1.6331 -0.755 0.576 -1.271
C -0.2948 0.3978 -0.8178 0.252 0.562 -0.404
C -0.5051 -0.1061 0.5760 -2.606 1.322 -0.279
C -1.9620 -0.6033 0.8056 0.428 0.111 0.176
C -2.6901 -1.2618 -0.1692 -0.346 -0.296 -0.008
C -3.9514 -1.7969 0.1210 0.185 0.184 0.143
C -4.5040 -1.6186 1.3910 0.067 -0.324 -0.192
C -3.7893 -0.9312 2.3695 0.241 0.151 -0.068
C -2.5272 -0.4230 2.0739 -0.001 0.032 -0.065
N -1.1146 1.3524 -1.3586 1.182 0.420 -1.318
C -2.3838 1.8389 -0.8385 -1.203 0.616 0.205
C -2.4260 2.7063 0.2890 0.407 -0.140 0.406
C -1.4187 3.8671 0.5256 0.355 -0.585 0.427
C -1.9387 4.8544 1.5734 -0.179 0.099 0.007
C -1.1794 4.6441 -0.7685 -0.230 0.085 -0.152
C -0.1097 3.3013 1.0439 0.462 0.071 0.117
C -3.5078 2.5619 1.1641 -0.392 0.483 -0.413
C -4.6726 1.9440 0.7330 0.254 -0.634 0.233
C -4.7426 1.4388 -0.5546 -0.026 0.545 -0.027
C -3.6302 1.4544 -1.4103 -0.142 -0.517 -0.097
C -3.9077 1.1890 -2.9233 -0.007 -0.510 0.319
C -5.3140 0.6157 -3.1498 -0.248 0.033 0.032
C -2.9655 0.1751 -3.5513 0.294 -0.309 -0.450
C -3.8222 2.5317 -3.6564 -0.032 0.245 0.043
C -0.5122 1.8123 -2.5460 -0.442 -0.120 0.610
C 0.6155 1.1249 -2.7315 0.209 -0.306 0.579
H 0.9688 -1.1495 -4.5039 -0.176 -0.025 0.050
H -0.4774 -2.1642 -4.6959 0.162 0.146 0.196
H -0.4845 -0.8750 -3.4979 0.032 -0.008 -0.141
H -0.0941 -4.0779 -1.5296 -0.074 0.184 -0.101
H -0.6731 -2.4246 -1.2671 0.004 -0.277 -0.188
H -1.3268 -3.3898 -2.6118 0.103 -0.038 0.106
H 1.5680 -4.6374 -3.1811 -0.055 0.161 -0.171
H 0.4937 -4.1315 -4.4888 0.101 0.089 0.200
H 2.1157 -3.4279 -4.3673 -0.096 -0.141 0.079
H 2.5052 -4.0160 -1.5250 0.098 0.464 -0.410
H 4.8309 -3.2271 -1.1275 -0.179 0.135 0.033
H 5.3432 -0.8457 -1.3502 -0.509 -0.069 0.095
H 2.2109 2.2298 -0.4183 -0.022 0.030 -0.139
H 3.4301 3.3250 -1.0682 -0.115 -0.244 -0.053
H 2.2867 2.6008 -2.1791 0.033 0.025 0.271
H 5.4619 0.7213 -2.8275 -0.209 0.205 -0.030
H 3.9862 1.3022 -3.6242 0.150 0.047 0.087
H 5.0730 2.4534 -2.8089 -0.136 -0.190 0.066
H 5.6369 0.6862 -0.2617 -0.188 0.212 0.029
H 5.2922 2.4200 -0.3038 -0.132 -0.213 -0.063
H 4.2863 1.3308 0.6742 0.118 0.049 -0.136
H -0.4647 0.8466 1.1290 -0.080 -0.353 0.104
H -2.2890 -1.3375 -1.1804 -0.151 -0.128 0.397
H -4.4890 -2.3481 -0.6525 0.067 0.202 0.234
H -5.4858 -2.0330 1.6213 0.248 0.112 -0.069
H -4.2051 -0.7700 3.3652 0.046 -0.101 -0.298
H -1.9705 0.1354 2.8342 -0.200 -0.257 -0.238
H -2.0420 4.3841 2.5564 -0.007 0.137 -0.122
H -1.2326 5.6870 1.6819 -0.074 -0.194 -0.077
H -2.9052 5.2715 1.2724 0.090 -0.042 0.128
H -0.7339 4.0171 -1.5453 -0.014 0.204 0.134
H -2.1340 5.0415 -1.1371 0.232 -0.016 -0.054
H -0.4984 5.4865 -0.5725 -0.212 -0.255 -0.083
H 0.2378 2.4997 0.3864 0.207 0.262 0.270
H 0.6868 4.0622 1.1051 -0.281 -0.182 -0.037
H -0.2730 2.9077 2.0557 0.060 0.059 -0.289
H -3.4666 2.9665 2.1770 -0.072 0.235 -0.530
H -5.5357 1.8555 1.3903 0.245 -0.022 -0.059
H -5.6911 1.0107 -0.8788 0.403 0.310 -0.025
H -6.0981 1.3248 -2.8646 0.068 -0.188 -0.014
H -5.4545 0.3881 -4.2153 0.108 0.136 0.262
H -5.4434 -0.3219 -2.5939 -0.067 0.175 -0.100
H -1.9972 0.6121 -3.8008 -0.119 -0.264 0.068
H -2.8377 -0.6910 -2.8918 0.076 0.146 -0.266
H -3.3949 -0.1944 -4.4969 0.182 0.136 0.295
H -2.8495 3.0141 -3.5104 -0.215 -0.022 -0.058
H -3.9790 2.3945 -4.7342 0.009 -0.014 0.214
H -4.5926 3.2152 -3.2769 0.177 -0.077 -0.110
H -0.9568 2.6003 -3.1250 0.002 -0.156 -0.050
H 1.3330 1.1528 -3.5346 -0.061 -0.040 0.119
C -2.1585 -4.0334 6.1003 0.130 -0.246 -0.535
O -1.9009 -4.5488 4.7676 0.351 0.330 0.468
C -1.0991 -3.7909 3.9650 0.046 0.494 -0.067
C -0.5068 -2.5901 4.4071 -0.654 -0.594 -0.120
C 0.0350 -1.7260 3.4721 0.200 -0.158 0.021
C 0.0852 -2.0511 2.1193 -0.104 0.207 -0.149
C 0.5470 -0.9929 1.0903 2.099 -2.207 1.035
C 1.6877 -0.2540 1.7220 0.055 0.774 0.776
C 2.9837 -0.8505 1.9443 -0.118 0.831 0.574
C 3.5124 -2.1096 1.6794 0.611 -0.029 -0.167
C 4.8696 -2.3205 1.9541 -0.577 -0.007 -0.024
C 5.6381 -1.3437 2.6070 -0.219 0.585 0.199
C 5.0650 -0.1377 3.0455 0.390 -0.400 -0.308
C 3.7388 0.0850 2.7105 -0.973 -0.103 -0.070
N 2.8905 1.1466 3.0297 0.302 -0.323 0.034
C 3.1934 2.2376 3.9337 -0.103 0.186 0.010
C 1.6510 0.9187 2.4722 0.521 -1.255 -0.724
C -0.3184 -3.3343 1.7175 0.196 0.401 0.180
C -0.9060 -4.2015 2.6243 -0.370 0.020 0.615
H -2.7644 -4.8007 6.5848 0.117 0.162 -0.070
H -1.2189 -3.8913 6.6583 -0.353 -0.111 -0.166
H -2.7205 -3.0814 6.0619 0.278 -0.384 -0.090
H -0.5409 -2.3014 5.4583 -0.005 -0.060 -0.419
H 0.4366 -0.7869 3.8505 -0.082 -0.159 -0.284
H 0.9931 -1.5677 0.2600 -0.345 0.091 0.326
H 2.8667 -2.8875 1.2634 0.398 0.224 -0.017
H 5.3405 -3.2543 1.6494 -0.125 0.139 0.240
H 6.6916 -1.5403 2.8007 -0.249 0.065 0.003
H 5.6206 0.6276 3.5808 0.109 -0.297 0.003
H 4.1995 2.6242 3.7295 -0.267 -0.021 0.069
H 2.4562 3.0338 3.7509 0.359 -0.171 0.113
H 3.1294 1.9389 4.9934 0.066 0.007 -0.367
H 0.8045 1.5344 2.7548 0.393 -0.028 -0.236
H -0.1584 -3.6431 0.6803 -0.226 0.095 0.357
H -1.2821 -5.1748 2.3081 0.094 0.244 0.134
```
Forces are in eV/Å.

Computed properties:
Highest occupied orbital energy ... -0.3590 Eh
Net charge ... +1
HOMO-LUMO gap ... 7.5604 eV

Record 3
Formula: C5H11NO3
Source: OMol25
Level of theory: ωB97M-V with the def2-TZVPD basis set

```
20
Properties=species:S:1:pos:R:3:forces:R:3
C 1.3269 0.8442 1.3683 0.358 -0.345 -0.247
C 1.9338 -0.9054 -0.3374 -1.008 1.470 2.698
O 0.8400 -0.1735 0.5197 1.622 -1.831 -1.120
H 2.1065 0.4542 2.0302 0.068 0.108 -0.017
H 0.4959 1.1826 1.9884 -0.037 0.006 -0.130
H 1.7125 1.6769 0.7741 0.067 0.117 0.122
H 2.5953 -1.3246 0.4259 0.170 0.151 -0.191
H 2.4433 -0.1523 -0.9390 -0.149 -0.199 -0.113
H 1.4962 -1.7227 -0.8911 -0.439 0.365 -0.139
C -2.0407 -1.3961 0.2709 -0.218 -0.071 -0.125
C -0.6500 0.3368 -0.9840 -0.919 -0.092 -2.984
C -1.8147 0.0529 -0.0085 0.857 -0.365 0.509
N -0.4536 1.6764 -1.1852 0.133 -0.563 0.547
O -0.2836 -0.5218 -1.8091 -0.507 1.058 1.293
O -2.4317 0.9639 0.4854 -0.067 0.077 -0.097
H -1.0554 2.2994 -0.6676 0.122 0.057 -0.157
H -0.0164 1.9575 -2.0457 -0.044 0.041 0.081
H -1.1708 -1.7696 0.8125 0.029 -0.001 -0.033
H -2.9389 -1.5364 0.8646 -0.043 0.023 0.002
H -2.0946 -1.9424 -0.6725 0.006 -0.004 0.103
```
Forces are in eV/Å.

Computed properties:
Highest occupied orbital energy ... -0.3366 Eh
Structure (SMILES) ... CC(=O)C(N)=O.COC
HOMO-LUMO gap ... 9.9045 eV

Record 4
Formula: CH7N4
Source: OMol25
Level of theory: ωB97M-V with the def2-TZVPD basis set

```
12
Properties=species:S:1:pos:R:3:forces:R:3
C 1.8394 -0.3887 0.0273 -0.095 3.522 1.611
N 0.5183 -0.9111 0.0887 -5.632 1.780 0.485
N -1.7295 -0.8118 -0.0670 -0.418 -0.672 -0.385
N -0.7408 1.2852 0.1605 2.695 -2.535 0.583
N -0.6551 -0.0877 0.0771 7.398 -1.886 -0.559
H 1.7009 0.7320 -0.0398 1.085 -0.960 -0.734
H 2.3497 -0.8921 -0.7676 0.252 0.086 -0.707
H 2.5210 -0.4491 0.9467 -1.502 -0.632 -0.741
H -1.6229 -1.7674 -0.4749 0.004 1.321 0.752
H -2.5847 -0.3297 0.0682 -0.910 -0.006 -0.043
H -0.0083 1.9197 -0.1271 0.703 -0.905 -0.009
H -1.5880 1.7008 0.1081 -3.580 0.889 -0.254
```
Forces are in eV/Å.

Computed properties:
Highest occupied orbital energy (alpha / beta) ... -0.5329 / -0.5330 Eh
Structure (SMILES) ... CN=[N+](N)N
Net charge ... +1
HOMO-LUMO gap (alpha / beta) ... 8.9556 / 8.9564 eV

Record 5
Formula: C4H4N2O2
Source: OMol25
Level of theory: ωB97M-V with the def2-TZVPD basis set

```
12
Properties=species:S:1:pos:R:3:forces:R:3
C -1.9494 0.1377 -0.4700 1.214 -0.290 1.071
C 0.4596 1.0963 0.6607 -1.103 2.283 3.283
C 1.5131 1.2363 -0.0995 1.077 1.448 -2.768
C -0.7459 -0.6402 -0.1096 -1.806 -2.155 -1.983
N -2.6870 0.8803 -0.9383 -0.361 -0.094 -0.013
N -0.6654 -1.4860 0.8673 -1.690 2.556 -0.682
O -0.2734 1.3167 1.5678 1.411 -0.632 -1.773
O 0.3516 -2.2903 0.9173 2.371 -3.077 -2.396
H 1.7302 0.8844 -1.1247 -0.441 -0.818 1.105
H 1.8036 2.3231 -0.1921 -0.292 -0.973 0.945
H 0.6562 -2.7183 -0.0196 -0.957 1.918 2.563
H -0.1931 -0.7399 -1.0594 0.576 -0.166 0.648
```
Forces are in eV/Å.

Computed properties:
Highest occupied orbital energy (alpha / beta) ... -0.3548 / -0.3548 Eh
Structure (SMILES) ... N#C/C=N/O.C=C=O
HOMO-LUMO gap (alpha / beta) ... 8.5717 / 8.5711 eV

Record 6
Formula: C36H38HgNO2P2S3
Source: OMol25
Level of theory: ωB97M-V with the def2-TZVPD basis set

```
83
Properties=species:S:1:pos:R:3:forces:R:3
Hg -0.4016 0.1076 0.1224 0.036 -0.128 0.052
C -2.0402 2.6997 1.8940 0.008 -0.037 -0.010
P -0.7125 -1.6725 1.7423 -0.303 -0.171 -0.171
C -2.3237 -1.6394 2.5933 0.053 0.248 0.100
C -3.2852 -2.6351 2.4532 0.063 -0.040 -0.028
C -4.5098 -2.5184 3.0980 0.008 -0.025 -0.013
C -4.7972 -1.3955 3.8584 -0.010 0.014 0.006
C -3.8501 -0.3883 3.9882 -0.001 -0.037 -0.017
C -2.6165 -0.5167 3.3708 -0.029 -0.044 0.016
C 0.3751 -1.1221 3.1436 0.080 0.023 0.017
C 0.7330 -2.0379 4.1346 -0.016 -0.020 -0.020
C 1.5773 -1.6669 5.1693 0.021 0.006 0.011
C 2.0692 -0.3686 5.2356 0.009 0.003 0.002
C 1.7156 0.5530 4.2627 -0.024 -0.004 -0.013
C 0.8812 0.1719 3.2191 -0.045 -0.013 0.076
C -0.8548 3.0398 1.2619 -0.032 0.051 0.000
C 0.0341 4.1015 1.5662 0.057 0.022 -0.031
C 1.1032 4.0174 0.6683 -0.084 0.003 0.025
C 0.8418 2.9322 -0.1593 0.036 0.031 -0.090
C 1.6623 2.4233 -1.3090 -0.064 -0.007 0.022
P 1.8176 0.6102 -1.1355 -0.016 -0.022 -0.050
C 2.3826 -0.0759 -2.7183 0.012 -0.045 0.021
C 2.3993 0.6482 -3.9065 -0.029 0.029 -0.003
C 2.7575 0.0293 -5.0984 0.010 0.011 0.012
C 3.1049 -1.3127 -5.1105 0.003 -0.009 0.010
C 3.0939 -2.0413 -3.9262 -0.027 0.013 -0.024
C 2.7292 -1.4293 -2.7391 -0.033 0.030 -0.023
C 3.1770 0.3165 0.0321 -0.043 -0.089 0.015
C 3.0501 -0.7586 0.9098 0.059 0.009 -0.019
C 4.0400 -1.0246 1.8453 0.020 -0.008 -0.016
C 5.1627 -0.2146 1.9089 -0.013 -0.016 0.009
C 5.3016 0.8541 1.0315 -0.021 0.006 -0.016
C 4.3148 1.1176 0.0953 0.040 0.042 0.007
N -0.3402 2.3379 0.1723 0.069 -0.004 0.063
H -2.3967 3.2760 2.7350 0.000 0.006 0.000
H -2.6265 1.8469 1.5755 0.001 0.001 0.007
H -3.0601 -3.4969 1.8410 -0.019 -0.006 -0.001
H -5.2448 -3.3071 2.9978 0.001 0.000 -0.006
H -5.7584 -1.3033 4.3483 0.001 0.001 -0.001
H -4.0699 0.4948 4.5745 0.009 0.004 -0.001
H -1.8843 0.2733 3.4853 0.027 0.004 0.000
H 0.3467 -3.0498 4.0900 0.006 0.003 0.009
H 1.8509 -2.3879 5.9296 -0.006 -0.008 -0.005
H 2.7264 -0.0801 6.0464 0.000 0.009 -0.002
H 2.0911 1.5677 4.3023 0.007 -0.001 0.005
H 0.6249 0.9129 2.4676 -0.015 0.020 -0.027
H -0.1112 4.8297 2.3488 0.001 -0.002 0.001
H 1.9602 4.6700 0.6000 0.003 0.005 0.003
H 2.6247 2.9332 -1.3532 0.012 -0.033 -0.001
H 1.1455 2.5950 -2.2567 -0.045 0.033 0.004
H 2.1306 1.6964 -3.9133 0.002 0.003 -0.013
H 2.7683 0.6016 -6.0172 0.001 0.006 0.002
H 3.3845 -1.7914 -6.0400 0.002 -0.006 0.003
H 3.3593 -3.0904 -3.9301 0.000 0.002 0.001
H 2.7039 -2.0072 -1.8220 0.000 0.000 -0.007
H 2.1704 -1.3915 0.8746 -0.007 0.010 -0.006
H 3.9177 -1.8519 2.5324 -0.003 0.001 0.005
H 5.9306 -0.4112 2.6461 0.002 0.001 0.001
H 6.1787 1.4864 1.0804 0.002 -0.001 0.000
H 4.4362 1.9542 -0.5819 -0.011 -0.008 -0.001
C -1.5909 0.0804 -4.5983 0.005 0.050 -0.007
C -0.8947 -1.2418 -4.2793 0.036 -0.057 0.021
S -0.8795 -1.8355 -2.5759 -0.012 0.052 0.092
C -2.6111 -2.1911 -2.2328 -0.075 -0.049 0.011
C -3.5930 -1.0254 -2.0863 -0.023 0.071 0.019
S -3.1594 0.1412 -0.7661 0.054 -0.054 -0.003
C -3.2903 1.7936 -1.5010 0.011 0.008 -0.076
C -2.8867 1.9931 -2.9585 0.010 0.017 0.013
S -1.2268 1.4372 -3.4439 0.045 -0.009 0.054
H -2.6707 -0.0461 -4.6373 0.015 -0.005 -0.010
H -1.2787 0.3935 -5.5962 -0.002 -0.003 0.003
H 0.1662 -1.1617 -4.5214 0.059 0.004 0.006
H -1.3056 -2.0193 -4.9292 0.000 0.003 0.005
H -2.5687 -2.7570 -1.2999 0.000 0.000 -0.010
H -2.9956 -2.8679 -3.0001 0.007 -0.004 -0.004
H -4.5731 -1.4397 -1.8456 -0.004 -0.011 -0.008
H -3.7025 -0.4690 -3.0122 0.023 -0.032 0.011
H -2.6544 2.3982 -0.8517 -0.002 0.007 -0.011
H -4.3163 2.1478 -1.3872 -0.002 -0.002 0.018
H -2.9259 3.0658 -3.1527 -0.026 0.000 0.007
H -3.6049 1.5367 -3.6394 0.006 -0.005 -0.004
O -1.1923 -2.9311 0.5636 0.082 0.115 -0.059
O -0.0358 -3.1133 1.5158 0.027 0.042 0.045
```
Forces are in eV/Å.

Computed properties:
Highest occupied orbital energy (alpha / beta) ... -0.2103 / -0.2921 Eh
2S+1 ... 2
HOMO-LUMO gap (alpha / beta) ... 6.0945 / 8.3196 eV